Below is C15H21N8O2STi as an isolated structure, with properties calculated with ωB97M-V/def2-TZVPD.

Geometry as XYZ:
```
48
Properties=species:S:1:pos:R:3
Ti 1.53 -0.17 -0.16
C -2.05 3.57 -2.37
N -1.53 2.59 -1.32
C -2.50 2.52 -0.20
C -0.55 1.72 -1.43
N -0.26 0.78 -0.55
N 0.38 2.02 -2.50
C 1.36 1.18 -2.96
N 1.60 1.22 -4.30
N 1.93 0.31 -2.19
H -3.19 3.72 -2.30
H -1.71 3.16 -3.40
H -1.64 4.55 -2.01
H -2.69 3.55 0.04
H -2.20 2.05 0.71
H -3.50 2.07 -0.53
H -1.06 0.70 0.07
H 0.22 2.83 -3.10
H 1.11 1.81 -4.93
H 2.50 0.97 -4.50
H 2.46 -0.32 -2.77
N -1.09 -5.00 -0.15
C 0.10 -4.34 -0.25
C 0.12 -2.90 -0.23
N 1.25 -2.27 -0.29
C 2.33 -2.96 -0.52
C 2.38 -4.36 -0.43
N 1.24 -5.02 -0.21
H -1.94 -4.43 -0.26
H -0.97 -6.05 -0.35
H -0.77 -2.43 -0.02
H 3.27 -2.41 -0.62
H 3.30 -4.77 -0.56
O -2.35 -0.74 4.66
C -2.08 0.12 3.68
O -2.95 0.63 2.98
C -0.63 0.35 3.26
C 0.29 -0.67 3.14
C 1.54 -0.43 2.56
C 1.83 0.82 2.05
S 3.20 1.02 0.89
C 0.91 1.87 2.23
C -0.31 1.64 2.87
H -1.58 -0.87 5.30
H 0.13 -1.69 3.57
H 2.26 -1.23 2.49
H 1.21 2.87 1.89
H -0.96 2.42 3.02
```

LUMO level (spin up / spin down): -6.71 / -6.54 eV
Multiplicity: 2
Charge: +2
Frontier orbital gap (spin up / spin down): 0.2902 / 0.2971 hartree

Below is one molecule with the formula C15H21NO2, with properties calculated with ωB97M-V/def2-TZVPD.

Geometry as XYZ:
```
39
Properties=species:S:1:pos:R:3
C -5.46 -0.89 -0.12
C -4.20 -1.63 0.33
C -3.01 -0.71 0.30
C -2.65 0.03 1.42
C -1.58 0.90 1.37
C -0.85 1.07 0.20
C 0.32 2.03 0.16
C -0.05 3.29 -0.63
N 1.49 1.41 -0.42
C 2.47 0.85 0.33
O 2.50 0.92 1.54
C 3.51 0.09 -0.51
C 2.97 -1.33 -0.80
C 3.95 -2.25 -0.07
C 4.65 -1.28 0.90
O 4.73 -0.06 0.18
C -1.22 0.34 -0.92
C -2.28 -0.54 -0.87
H -5.66 -0.04 0.54
H -6.32 -1.55 -0.09
H -5.34 -0.52 -1.13
H -4.03 -2.48 -0.33
H -4.35 -2.01 1.35
H -3.21 -0.09 2.33
H -1.30 1.46 2.26
H 0.60 2.30 1.18
H -0.89 3.79 -0.16
H 0.80 3.98 -0.65
H -0.32 3.04 -1.65
H 1.50 1.27 -1.42
H 3.73 0.66 -1.42
H 1.96 -1.44 -0.40
H 2.94 -1.53 -1.87
H 4.68 -2.66 -0.76
H 3.46 -3.06 0.46
H 4.05 -1.14 1.81
H 5.66 -1.57 1.16
H -0.66 0.45 -1.84
H -2.55 -1.11 -1.75
```

SMILES: CCc1ccc([C@H](C)NC(=O)[C@@H]2CCCO2)cc1
LUMO level: 0.74 eV
Charge: 0
Frontier orbital gap: 0.3562 hartree

Below is one molecule with the formula C15H21NO2S, with properties calculated with ωB97M-V/def2-TZVPD.

Geometry as XYZ:
```
40
Properties=species:S:1:pos:R:3
C 3.67 -0.56 3.53
C 4.01 -0.62 2.04
O 3.06 -1.35 1.29
C 1.85 -0.80 1.02
C 1.48 0.51 1.26
C 0.22 0.97 0.90
C -0.70 0.12 0.31
C -2.06 0.54 -0.02
S -3.33 -0.46 0.37
N -2.28 1.72 -0.60
C -1.29 2.57 -1.24
C -2.06 3.20 -2.40
C -3.45 3.39 -1.79
C -3.63 2.13 -0.96
C -0.34 -1.21 0.09
C 0.91 -1.69 0.43
O 1.36 -2.96 0.26
C 0.51 -3.92 -0.34
C 0.46 -3.80 -1.86
H 3.58 -1.57 3.92
H 4.46 -0.04 4.06
H 2.73 -0.04 3.69
H 4.15 0.39 1.62
H 4.95 -1.17 1.90
H 2.16 1.20 1.73
H -0.05 1.99 1.13
H -0.96 3.35 -0.54
H -0.42 1.98 -1.55
H -2.11 2.50 -3.24
H -1.60 4.13 -2.74
H -3.45 4.28 -1.15
H -4.22 3.50 -2.54
H -4.12 1.33 -1.52
H -4.22 2.29 -0.05
H -1.08 -1.86 -0.34
H 0.96 -4.88 -0.06
H -0.50 -3.87 0.10
H 1.46 -3.86 -2.27
H 0.02 -2.84 -2.15
H -0.15 -4.60 -2.27
```

SMILES: CCOc1ccc(C(=S)N2CCCC2)cc1OCC
LUMO level: 0.72 eV
Charge: 0
Frontier orbital gap: 0.3085 hartree

Computed energy relative to the best compared isomer or geometry (same formula, charge and spin), in the same sequence as the records: 56.5, 23.5, 114.8 kJ/mol.